135
Properties=species:S:1:pos:R:3:forces:R:3:lowdin_charge:R:1 method="wB97M-V/def2-TZVPD" orbital_gap_ev=4.3 energy_ha=-2431.3794 lumo_energy_ev=-1.89 relative_energy_ev=9.7389 homo_energy_ev=-6.2 spin_multiplicity=1 total_charge=+1
C 8.301189 6.327849 2.714605 1.503 -0.398 -0.521 -0.081
C 7.814342 4.972821 2.280211 -2.155 -0.262 -0.731 -0.270
C 8.792796 3.823424 2.330792 -0.326 -1.641 -0.576 -0.070
N 8.197734 2.454828 1.750405 -1.924 -1.293 1.297 -0.232
C 9.169796 1.253207 1.952163 0.943 1.103 -1.986 -0.095
C 8.751579 -0.064558 1.261618 -0.079 0.088 1.040 -0.184
C 8.208185 0.071300 -0.148236 0.687 0.938 -0.390 -0.179
C 7.117843 1.192058 -0.287574 1.469 -1.222 0.579 -0.117
C 7.674297 2.516033 0.307680 0.784 -0.444 -0.092 -0.096
C 6.978819 2.069539 2.588579 0.440 0.212 -0.489 0.017
H 9.104130 6.389569 1.980047 0.689 1.146 0.470 0.079
H 8.694162 6.351470 3.731028 -0.056 0.150 -0.073 0.085
H 7.624229 7.157819 2.512183 -0.197 -0.389 0.179 0.092
H 7.527166 5.134262 1.241186 0.055 -0.211 -0.263 0.110
H 6.850918 4.751596 2.739541 0.173 -0.448 0.422 0.114
H 9.081681 3.548843 3.345315 0.056 0.057 0.007 0.130
H 9.688840 3.970312 1.727767 0.017 0.256 0.045 0.134
H 10.058109 1.602511 1.425870 0.180 0.015 -0.295 0.124
H 9.563852 1.158671 2.964041 -0.954 0.108 0.326 0.134
H 9.644810 -0.688978 1.242895 0.265 0.174 -0.086 0.121
H 8.097361 -0.667190 1.891633 -0.427 0.291 0.102 0.111
H 9.038966 0.357085 -0.793400 0.246 0.238 -0.061 0.112
H 8.009930 -0.942561 -0.495883 -0.901 0.230 -0.098 0.119
H 6.961820 1.420819 -1.341816 -0.267 -0.131 0.072 0.128
H 6.217789 0.753130 0.142943 -0.342 0.843 0.047 0.121
H 8.574388 2.797636 -0.238807 -0.140 0.056 -0.426 0.136
H 6.924764 3.299349 0.194905 0.174 0.042 0.437 0.131
H 6.145557 2.695559 2.269388 0.148 0.387 0.822 0.114
H 7.366436 2.107970 3.606601 -0.879 0.219 0.150 0.114
H 6.616607 1.070075 2.347791 0.580 -0.071 0.010 0.097
C 3.890564 -2.669981 6.718825 -0.373 1.640 -0.460 -0.111
C 3.198516 -3.689108 5.889391 -0.119 -0.154 -0.890 -0.257
C 1.997750 -3.046074 5.088369 0.381 -2.045 1.146 -0.059
N 0.678992 -3.882296 5.391598 0.170 1.607 0.003 -0.202
C 0.341937 -3.547806 6.859482 0.091 2.098 -0.939 -0.146
C -1.083835 -3.873067 7.100014 -1.926 -0.292 -0.626 -0.147
C -2.143297 -3.201806 6.084196 1.124 -1.052 0.875 -0.124
C -1.841349 -3.714150 4.655228 -0.389 0.155 1.889 -0.183
C -0.426444 -3.373442 4.313033 0.988 0.295 0.652 -0.058
C 0.784459 -5.387340 5.377824 -0.273 0.848 -0.740 0.011
H 4.018828 -1.836416 6.028308 0.465 0.458 0.300 0.083
H 4.876215 -2.955838 7.086097 -0.367 -0.103 0.319 0.090
H 3.163498 -2.317068 7.450204 0.578 0.116 0.607 0.084
H 2.923417 -4.477151 6.590391 -0.227 -0.477 -0.682 0.097
H 3.950789 -4.000468 5.164652 -0.315 -0.774 -0.033 0.112
H 2.228632 -3.008476 4.023769 -0.442 -0.361 -0.019 0.132
H 1.878535 -2.016915 5.427087 -0.664 -0.161 0.026 0.127
H 0.512386 -2.485857 7.036417 -0.282 0.361 -0.572 0.139
H 1.120935 -3.943747 7.511018 -0.377 -0.886 -0.175 0.126
H -1.386379 -3.626975 8.117854 0.179 -0.117 -0.003 0.127
H -1.190792 -4.944978 6.933661 -0.312 -0.229 0.489 0.101
H -2.130201 -2.121434 6.228159 0.101 0.094 -0.448 0.126
H -3.132746 -3.554643 6.375061 0.052 0.045 0.145 0.110
H -2.596438 -3.350071 3.958528 0.508 0.383 -0.297 0.130
H -1.989122 -4.794066 4.661310 0.024 -0.200 -0.026 0.103
H -0.255361 -2.297283 4.339307 -0.136 0.016 -0.256 0.142
H -0.196275 -3.781052 3.328659 0.753 -0.026 0.219 0.135
H 0.938863 -5.785145 6.380824 0.565 0.153 -0.251 0.107
H 1.559642 -5.615553 4.646302 -0.271 -0.576 0.171 0.115
H -0.223406 -5.707840 5.114010 0.412 -0.392 -0.454 0.087
C -3.257544 -2.078664 -8.026701 -0.805 -0.548 1.107 -0.077
C -2.456059 -2.459081 -6.802126 1.927 -0.394 0.208 -0.252
C -2.952162 -3.739413 -6.127185 -1.432 1.391 1.851 -0.111
N -2.489666 -3.898111 -4.627073 0.152 -1.045 -0.721 -0.220
C -2.965564 -5.331865 -4.160064 0.733 1.134 0.662 -0.087
C -2.307031 -5.834027 -2.827829 -0.529 -0.309 -0.848 -0.173
C -0.764694 -5.765937 -2.872566 -1.185 1.422 -0.829 -0.155
C -0.389384 -4.295481 -3.290515 0.909 -1.971 -1.001 -0.144
C -0.939019 -3.878658 -4.672418 -1.052 0.340 1.870 -0.092
C -3.020068 -2.862493 -3.601382 0.451 -1.036 -0.579 0.048
H -3.334957 -2.968082 -8.652034 -0.040 0.405 -0.534 0.083
H -2.937576 -1.160295 -8.518971 0.275 -0.400 -0.057 0.096
H -4.231476 -1.894478 -7.573237 -0.530 0.165 -0.638 0.072
H -2.375423 -1.605454 -6.129142 -0.303 -0.095 0.293 0.120
H -1.418248 -2.665547 -7.063747 0.179 0.209 -0.265 0.112
H -2.752446 -4.662468 -6.671400 0.358 0.103 0.210 0.132
H -4.028759 -3.660498 -5.976133 -0.277 -0.170 -0.362 0.122
H -2.782604 -6.049643 -4.959699 0.558 0.270 -0.101 0.124
H -4.052403 -5.328977 -4.077072 -0.013 0.478 0.148 0.127
H -2.731609 -6.837408 -2.860149 0.509 -0.496 0.387 0.110
H -2.735755 -5.432423 -1.909671 0.010 0.566 -0.207 0.108
H -0.477460 -6.459476 -3.662888 0.508 -0.043 0.137 0.113
H -0.261702 -5.979347 -1.929401 -0.267 -0.303 -0.098 0.113
H 0.681380 -4.326414 -3.492057 0.223 0.326 0.413 0.120
H -0.567103 -3.614470 -2.458219 -0.123 0.284 -0.401 0.124
H -0.666861 -4.480164 -5.539731 0.161 -0.394 0.407 0.139
H -0.564809 -2.871845 -4.857801 -0.511 0.163 -0.175 0.137
H -4.104387 -2.751522 -3.606976 0.052 0.105 -0.916 0.104
H -2.457674 -1.939438 -3.742011 -0.275 -0.043 0.158 0.116
H -2.871737 -3.301715 -2.614878 0.614 0.227 -0.130 0.087
C -6.101821 7.061574 0.071493 -1.412 -0.458 0.865 -0.080
C -6.603968 5.689740 -0.362034 -0.055 -0.702 -1.523 -0.226
C -5.958014 5.306136 -1.728866 0.795 -1.348 0.887 -0.120
N -6.419509 3.967262 -2.342903 -1.152 2.262 1.078 -0.251
C -5.600072 3.809415 -3.637395 -1.563 -1.338 -0.031 -0.073
C -6.313125 2.884159 -4.645794 1.458 -1.011 -1.396 -0.187
C -7.795130 2.988411 -4.923284 -0.126 1.022 2.065 -0.160
C -8.432534 2.895394 -3.491659 -0.938 0.702 -1.068 -0.166
C -7.967058 4.078849 -2.605594 0.679 -1.562 -1.181 -0.065
C -6.106611 2.856354 -1.358749 0.208 -0.068 -1.726 0.038
H -6.762695 7.287245 0.908409 0.333 0.347 0.353 0.080
H -6.378748 7.816258 -0.664616 0.635 -0.002 -0.160 0.083
H -5.076135 7.069897 0.440280 -0.044 0.141 -0.435 0.092
H -7.690627 5.635115 -0.427621 -0.217 0.828 -0.515 0.098
H -6.513623 4.897765 0.381405 1.088 0.115 0.129 0.107
H -4.906358 5.052292 -1.595806 0.270 0.387 0.493 0.132
H -5.898527 6.067467 -2.506647 -0.895 0.123 0.131 0.131
H -5.357751 4.769912 -4.092149 -0.351 0.118 0.422 0.137
H -4.676192 3.284952 -3.393470 0.061 0.389 0.288 0.142
H -5.717289 3.048702 -5.543580 -0.078 0.071 -0.329 0.125
H -6.056955 1.847092 -4.429089 -0.111 -0.140 0.417 0.114
H -7.955993 3.983869 -5.337170 -0.394 0.296 0.233 0.114
H -8.302687 2.348765 -5.645319 0.757 -0.584 0.178 0.120
H -9.514318 2.894899 -3.625232 -0.251 0.829 0.181 0.114
H -8.383798 1.929754 -2.988404 0.978 -0.140 -0.078 0.110
H -8.095685 5.015679 -3.147732 -0.037 0.012 0.149 0.139
H -8.564085 4.064129 -1.693761 0.682 0.234 0.239 0.127
H -6.386776 2.014980 -1.992551 0.281 -0.620 0.817 0.095
H -6.623621 2.870589 -0.399278 -0.296 0.354 -0.460 0.111
H -5.030483 2.899706 -1.190905 -0.081 -0.230 0.032 0.120
O 0.822814 1.437062 -5.263073 -1.214 -0.272 0.777 0.004
C 1.238402 1.607153 -6.565882 2.567 0.589 -1.489 -0.917
O 2.454106 1.502942 -6.846871 0.709 -0.730 1.456 -0.100
O 0.411280 1.930139 -7.400735 -2.789 0.129 -0.255 -0.066
H 1.529405 1.197062 -4.659145 0.479 0.083 -0.444 0.079
O 0.416593 3.005060 4.903121 2.621 0.817 -1.178 0.080
C -0.705927 2.464812 5.264368 -4.921 -1.941 3.424 -0.960
O -1.561776 2.183769 4.392106 0.295 -0.067 -1.731 -0.107
O -0.936340 2.255328 6.479182 1.143 0.226 0.558 -0.105
H 0.292573 2.807537 3.971882 0.820 0.564 -1.156 0.091
O -0.740723 0.318969 0.325930 -0.344 -0.019 -0.064 -0.004
C 0.561991 0.780625 0.137417 2.911 0.650 1.713 -0.899
O 1.220987 0.294620 -0.756670 -0.408 -1.967 -3.105 -0.062
O 1.131075 1.546271 0.955336 -2.083 0.627 1.314 -0.099
H -0.997876 0.587277 1.211080 0.033 0.476 0.253 0.071